1.
Formula: C6H12O
Source: the OMol25 dataset
Level of theory: the ωB97M-V functional and the def2-TZVPD basis

Each line ends with the Mulliken charge.
CARTESIAN COORDINATES (ANGSTROEM)
C 2.70 -0.35 0.42  -1.2042
C 1.58 -0.32 -0.61  -0.4674
C 0.31 0.32 -0.05  -0.2978
C -1.79 1.35 -0.13  -0.8308
C -2.39 0.03 -0.05  -0.3485
C -1.26 -1.01 0.13  -0.4621
O -0.25 -0.52 0.94  -0.3491
H 2.98 0.67 0.72  0.3092
H 2.37 -0.89 1.32  0.2906
H 3.59 -0.84 0.03  0.3732
H 1.88 0.24 -1.50  0.2946
H 1.33 -1.34 -0.94  0.3042
H 0.55 1.32 0.33  0.4017
H -1.49 1.83 0.80  0.3401
H -2.06 2.03 -0.94  0.3275
H -3.01 -0.25 -0.90  0.2750
H -2.98 -0.06 0.87  0.3028
H -1.56 -2.02 0.44  0.2989
H -0.51 -0.19 -0.90  0.4420

* charge: 0
* energy above the lowest of the compared OMol25 structures with the same formula, charge and spin: 142.1 kcal/mol
* HOMO energy (spin up / spin down): -7.646 / -7.470 eV
* orbital gap (spin up / spin down): 8.08 / 8.15 eV
* E_LUMO (spin up / spin down): 0.436 / 0.683 eV

---

2.
Formula: C6H12O
Source: the OMol25 dataset
Level of theory: the ωB97M-V functional and the def2-TZVPD basis

Each line ends with the Mulliken charge.
CARTESIAN COORDINATES (ANGSTROEM)
C 1.08 -1.67 -0.39  -1.1628
C 0.48 -0.76 0.65  0.2951
O 0.74 -0.84 1.83  -0.6338
C -0.33 0.36 0.10  1.6739
C 1.16 1.14 -0.09  -1.3927
C -1.28 0.90 1.20  -1.5874
C -1.20 0.00 -1.15  -1.5374
H 1.01 -1.30 -1.42  0.3446
H 0.48 -2.58 -0.31  0.3473
H 2.12 -1.89 -0.14  0.3628
H 2.06 0.59 0.28  0.3630
H 1.18 2.03 0.53  0.3840
H 1.42 1.35 -1.13  0.3293
H -1.99 1.65 0.84  0.4335
H -1.88 0.07 1.61  0.3498
H -0.71 1.29 2.04  0.3628
H -1.54 -1.05 -1.13  0.3081
H -0.67 0.14 -2.10  0.3572
H -2.12 0.59 -1.21  0.4026

* charge: 0
* energy above the lowest of the compared OMol25 structures with the same formula, charge and spin: 28.8 kcal/mol
* HOMO energy: -9.155 eV
* orbital gap: 9.99 eV
* E_LUMO: 0.839 eV

---

3.
Formula: C6H12O
Source: the OMol25 dataset
Level of theory: the ωB97M-V functional and the def2-TZVPD basis

Each line ends with the Mulliken charge.
CARTESIAN COORDINATES (ANGSTROEM)
C 1.14 -1.78 -0.39  -1.2201
C 0.47 -0.91 0.66  0.5157
O 0.62 -1.12 1.84  -0.5714
C -0.25 0.34 0.14  1.8301
C 0.95 1.28 -0.14  -1.5985
C -1.18 0.89 1.24  -1.6958
C -1.11 0.02 -1.11  -1.6578
H 1.45 -1.23 -1.28  0.3241
H 0.39 -2.52 -0.70  0.2929
H 1.99 -2.28 0.07  0.3688
H 1.71 1.13 0.64  0.3762
H 0.69 2.34 -0.14  0.4050
H 1.46 1.02 -1.08  0.3391
H -1.74 1.76 0.89  0.4453
H -1.91 0.13 1.53  0.3875
H -0.62 1.15 2.14  0.3333
H -1.75 -0.86 -0.93  0.3808
H -0.52 -0.20 -2.01  0.3270
H -1.80 0.84 -1.36  0.4179

* charge: 0
* energy above the lowest of the compared OMol25 structures with the same formula, charge and spin: 4.4 kcal/mol
* HOMO energy: -9.407 eV
* orbital gap: 10.22 eV
* E_LUMO: 0.815 eV